(1)
Formula: C9H8N2O4
Source: the Open Molecules 2025 dataset
Level of theory: wB97M-V/def2-TZVPD

The geometry in XYZ format:
```
23
Properties=species:S:1:pos:R:3
C 0.688 -1.484 0.360
C 0.957 -0.663 1.591
C -0.627 -1.326 0.113
C -0.154 -0.031 1.946
C 3.154 -1.891 0.620
C 3.486 1.133 0.150
C 2.065 -1.222 0.695
C -2.522 -0.012 1.273
C 2.382 0.918 -2.156
N -1.180 -0.500 1.101
N 2.712 1.191 -0.779
O 4.229 -2.170 0.224
O 4.202 1.236 1.049
O -1.468 -1.951 -0.866
O -0.455 0.840 2.885
H -3.136 -0.379 2.050
H -2.459 1.126 1.183
H -2.983 -0.176 0.163
H 2.242 1.996 -2.467
H 3.296 0.466 -2.643
H 1.423 0.508 -2.395
H -1.031 -2.550 -1.341
H 0.311 1.178 3.359
```

The calculation puts the energy relative to the best compared isomer or geometry (same formula, charge and spin) at 749.5 kJ/mol. For the LUMO energy, the calculation gives 0.3 eV. Its charge is 0.


(2)
Formula: C5H8O5S
Source: the Open Molecules 2025 dataset
Level of theory: wB97M-V/def2-TZVPD

The geometry in XYZ format:
```
19
Properties=species:S:1:pos:R:3
C -4.007 -0.558 -0.282
C -0.817 1.163 0.662
C -0.302 0.424 1.909
C -0.544 -0.316 0.593
C 1.598 -0.127 -1.468
O -3.958 0.161 -1.163
O 0.949 -2.303 -0.091
O 2.227 -0.529 1.041
O -4.203 -1.287 0.605
O -1.417 -1.222 0.046
S 1.202 -0.894 0.098
H -1.893 1.370 0.461
H -0.124 1.821 0.123
H 0.653 0.581 2.332
H -0.877 0.283 2.915
H 2.203 0.868 -1.525
H 2.161 -0.843 -2.047
H 0.675 0.022 -1.953
H -1.064 -2.165 0.057
```

The calculation puts the energy relative to the best compared isomer or geometry (same formula, charge and spin) at 41.5 kJ/mol. For the LUMO energy, the calculation gives 0.5 eV. Its charge is 0.


(3)
Formula: C37H46F3MnN3O4P3
Source: the Open Molecules 2025 dataset
Level of theory: wB97M-V/def2-TZVPD

The geometry in XYZ format:
```
97
Properties=species:S:1:pos:R:3
Mn 1.217 -0.967 0.501
O 3.889 -0.967 1.118
N 2.762 -0.423 1.757
C 2.914 -0.099 2.986
C 1.967 0.562 3.855
C 2.531 1.029 5.041
C 1.789 1.786 5.937
C 0.481 2.098 5.624
C -0.094 1.628 4.443
C 0.619 0.833 3.560
P -0.332 0.159 2.156
C -1.717 -0.827 2.774
C -2.751 -0.211 3.484
C -3.811 -0.970 3.953
C -3.861 -2.337 3.712
C -2.843 -2.952 2.996
C -1.778 -2.196 2.536
C -1.041 1.640 1.413
C -2.325 1.620 0.859
C -2.893 2.785 0.370
C -2.186 3.978 0.422
C -0.902 4.006 0.950
C -0.329 2.846 1.440
H 4.556 -1.184 1.794
H 3.898 -0.277 3.420
H 3.568 0.808 5.261
H 2.235 2.134 6.858
H -0.111 2.705 6.295
H -1.117 1.905 4.229
H -2.762 0.856 3.657
H -4.603 -0.487 4.508
H -4.693 -2.922 4.081
H -2.870 -4.020 2.819
H -0.977 -2.685 2.007
H -2.909 0.712 0.861
H -3.896 2.767 -0.036
H -2.636 4.889 0.053
H -0.353 4.937 0.989
H 0.666 2.888 1.868
C 4.006 -2.976 -1.113
P 2.613 -1.871 -1.432
C 3.280 -0.605 -2.545
C 1.480 -2.823 -2.496
C 0.117 -2.139 -2.544
P -0.555 -2.055 -0.851
C -0.770 -3.807 -0.444
C -2.242 -1.421 -0.998
H 4.256 -3.470 -2.054
H 3.752 -3.728 -0.367
H 4.865 -2.402 -0.772
H 3.713 -1.120 -3.405
H 4.070 -0.044 -2.048
H 2.512 0.087 -2.889
H 1.396 -3.835 -2.095
H 1.927 -2.906 -3.488
H -0.602 -2.718 -3.130
H 0.170 -1.143 -2.985
H -1.201 -4.272 -1.335
H -1.465 -3.932 0.382
H 0.166 -4.292 -0.187
H -2.785 -2.160 -1.594
H -2.297 -0.456 -1.497
H -2.707 -1.357 -0.018
F 1.545 -4.739 4.113
C 1.471 -4.473 2.832
F 2.551 -4.948 2.205
F 0.386 -5.080 2.314
C 1.342 -2.947 2.583
O 1.207 -2.157 3.472
O 1.372 -2.674 1.289
C -1.110 0.153 -5.006
C -0.272 1.408 -4.809
N -1.024 2.467 -4.144
C -2.079 3.137 -4.935
C -3.483 2.936 -4.392
C -0.757 2.964 -2.932
O -1.350 3.897 -2.419
C 0.386 2.396 -2.102
C 1.505 3.204 -1.913
C 2.502 2.792 -1.049
C 2.361 1.590 -0.386
N 1.274 0.810 -0.540
C 0.302 1.225 -1.381
H -0.529 -0.630 -5.496
H -1.976 0.355 -5.636
H -1.487 -0.221 -4.050
H 0.066 1.784 -5.776
H 0.628 1.192 -4.228
H -2.012 2.721 -5.939
H -1.830 4.196 -4.999
H -3.720 1.875 -4.295
H -4.199 3.374 -5.087
H -3.606 3.421 -3.426
H 1.577 4.151 -2.434
H 3.388 3.389 -0.883
H 3.140 1.233 0.267
H -0.575 0.603 -1.463
```

As for the spin multiplicity: 4. Its expectation value of S² is 4.074. For the LUMO energy (spin up / spin down), the calculation gives -11.0 / -9.7 eV. Its charge is +3.


(4)
Formula: C9H18BCsF4NO
Source: the Open Molecules 2025 dataset
Level of theory: wB97M-V/def2-TZVPD

The geometry in XYZ format:
```
35
Properties=species:S:1:pos:R:3
Cs 2.121 -2.969 -2.102
C 1.154 2.422 1.118
C 0.591 1.148 1.847
C -0.714 1.449 2.544
C -1.853 1.454 1.615
C -1.978 0.106 0.842
C -0.680 -0.340 0.123
N 0.571 -0.015 0.909
O 1.825 -0.532 0.430
C -0.810 0.312 -1.312
C -0.960 -1.873 -0.129
C 1.481 0.816 3.001
H 0.597 2.582 0.195
H 2.212 2.376 0.860
H 0.982 3.242 1.815
H -0.718 2.352 3.153
H -1.043 0.669 3.231
H -1.563 2.139 0.817
H -2.788 1.651 2.139
H -2.831 0.150 0.165
H -2.359 -0.675 1.501
H -0.189 -0.250 -2.010
H -0.384 1.316 -1.287
H -1.829 0.433 -1.680
H -1.883 -1.991 -0.697
H -0.997 -2.423 0.812
H -0.227 -2.441 -0.702
H 1.238 1.317 3.939
H 2.549 0.808 2.785
H 1.308 -0.217 3.304
B 1.435 -2.585 -5.495
F 2.260 -1.643 -4.853
F 1.710 -3.741 -4.878
F 0.137 -2.276 -5.159
F 1.635 -2.772 -6.841
```

The calculation puts the energy relative to the best compared isomer or geometry (same formula, charge and spin) at 0.0 kJ/mol. For the LUMO energy, the calculation gives 1.8 eV. Its charge is -1.


(5)
Formula: C9H14
Source: the Open Molecules 2025 dataset
Level of theory: wB97M-V/def2-TZVPD

The geometry in XYZ format:
```
23
Properties=species:S:1:pos:R:3
C -0.960 1.086 1.962
C 0.255 2.446 0.240
C -0.375 1.228 0.681
C 0.936 2.487 -0.975
C 0.894 1.329 -1.768
C -0.559 0.159 -0.191
C 0.193 0.161 -1.434
H 0.368 3.218 0.854
H 1.671 3.429 -1.121
H -1.297 1.996 2.466
H -0.294 0.777 2.733
H 1.430 1.242 -2.803
H -1.156 -0.669 0.036
H -0.003 -0.700 -2.077
H -1.693 0.317 1.989
C -0.662 -3.536 0.820
C 0.514 -3.416 -0.060
H -1.583 -3.406 0.171
H -0.553 -4.518 1.376
H -0.836 -2.830 1.656
H 1.291 -4.114 0.316
H 1.035 -2.598 -0.187
H 0.205 -3.806 -1.055
```

The calculation puts the energy relative to the best compared isomer or geometry (same formula, charge and spin) at 203.0 kJ/mol. For the LUMO energy, the calculation gives 1.0 eV. Its charge is 0.


(6)
Formula: C5H16N2O3
Source: the Open Molecules 2025 dataset
Level of theory: wB97M-V/def2-TZVPD

The geometry in XYZ format:
```
26
Properties=species:S:1:pos:R:3
C -0.624 -0.571 -0.688
N -1.656 -1.626 -0.279
C -1.269 -2.326 0.926
N 0.110 -2.897 1.018
C -1.468 0.688 -0.970
C -0.708 1.816 -1.679
C 0.024 2.627 -0.633
O 1.299 2.696 -0.561
H -0.139 -0.961 -1.578
H 0.038 -0.512 0.163
H -1.717 -2.297 -1.036
H -1.298 -1.607 1.746
H -1.895 -3.179 1.160
H 0.773 -2.191 0.701
H 0.177 -3.678 0.367
H -1.827 1.011 0.003
H -2.387 0.337 -1.461
H -0.021 1.487 -2.456
H -1.476 2.398 -2.234
H -0.633 3.007 0.173
H 3.150 0.775 0.114
H 1.716 0.338 0.069
O 2.594 0.057 -0.211
H 1.358 -0.638 2.537
H 0.800 0.747 3.027
O 0.974 0.201 2.253
```

As for the spin multiplicity: 2. The calculation puts the energy relative to the best compared isomer or geometry (same formula, charge and spin) at 161.5 kJ/mol. Its expectation value of S² is 0.754. For the LUMO energy (spin up / spin down), the calculation gives 3.4 / 3.2 eV. Its charge is -1.


Here are the calculated DFT total energy numbers, same order: -20625.2310 -26385.4120 -119091.6252 -25262.4326 -9558.0770 -14565.3867 (eV).